1.
ORCA calculation (wB97M-V/def2-TZVPD) on 2 unconnected molecules or ions with the total composition C5H16N2O at a distorted geometry.

Geometry (Å):
C1 -2.12 0.27 -0.64
N1 -0.89 0.48 0.12
C2 -1.11 1.11 1.39
C3 -0.46 -1.81 1.12
C4 0.02 -0.67 0.23
C5 0.48 -1.15 -1.12
N2 1.57 -0.28 -1.63
H1 -2.07 -0.66 -1.17
H2 -3.00 0.20 0.02
H3 -2.25 1.15 -1.28
H4 -0.30 1.66 1.81
H5 -1.84 1.92 1.28
H6 -1.44 0.47 2.23
H7 -0.55 -1.62 2.19
H8 -1.45 -2.16 0.82
H9 0.31 -2.58 1.08
H10 0.93 -0.21 0.61
H11 -0.27 -1.29 -1.89
H12 0.89 -2.16 -1.08
H13 1.43 -0.17 -2.63
H14 1.43 0.66 -1.30
H15 3.40 2.85 -0.56
H16 3.77 1.53 0.11
O1 3.52 2.44 0.29

The value obtained for the frontier orbital gap is 9.3 eV. As for the LUMO energy: 1.0 eV. The SMILES is C[C@@H](CN)N(C)C.O. The HOMO energy is -8.3 eV. The relative energy (zero: lowest compared OMol25 entry of this formula, charge and spin) comes out at 30.0 kcal per mole.

2.
ORCA calculation (wB97M-V/def2-TZVPD) on a molecular structure, C12H27ClIN2OP2Zr at a distorted geometry.

Geometry (Å):
C1 0.01 0.96 -6.44
C2 0.03 2.34 -5.87
H1 0.01 0.97 -7.53
H2 -0.91 0.46 -6.11
H3 0.92 0.44 -6.12
O1 0.03 2.89 -4.82
I1 -0.04 -1.15 -3.50
Zr1 0.00 -0.44 -1.02
P1 2.62 -0.18 -0.45
C3 3.10 1.06 0.81
C4 3.34 -1.70 0.31
H4 4.42 -1.72 0.12
H5 4.84 -0.21 -1.45
H6 2.90 -2.59 -0.13
H7 3.53 -0.52 -2.68
H8 2.51 0.97 1.73
H9 3.17 -1.75 1.39
C5 3.83 0.08 -1.81
H10 4.17 0.98 1.06
H11 3.80 1.14 -2.09
H12 2.90 2.06 0.40
P2 -2.62 -0.14 -0.45
C6 -3.09 1.11 0.81
C7 -3.83 0.13 -1.80
H13 -2.94 -2.55 -0.12
H14 -4.45 -1.65 0.13
H15 -3.19 -1.70 1.39
C8 -3.37 -1.65 0.32
H16 -3.55 -0.47 -2.67
H17 -4.84 -0.14 -1.44
H18 -4.16 1.04 1.05
H19 -2.88 2.10 0.40
H20 -3.79 1.19 -2.08
H21 -2.51 1.01 1.73
Cl1 -0.02 -2.87 -0.80
C9 0.01 1.57 2.27
C10 0.00 0.07 2.44
N1 0.00 -0.88 1.50
C11 -0.01 -2.12 2.20
C12 -0.01 -1.85 3.55
N2 0.00 -0.46 3.68
H22 -0.88 2.00 2.75
H23 0.89 1.99 2.77
H24 0.02 1.85 1.20
H25 -0.01 -3.07 1.70
H26 -0.01 -2.50 4.41
H27 0.00 0.11 4.53

The value obtained for the frontier orbital gap is 5.5 eV. As for the LUMO energy: -11.9 eV. The HOMO energy is -17.4 eV. The relative energy (zero: lowest compared OMol25 entry of this formula, charge and spin) comes out at 51.4 kcal per mole. The net charge is +3.

3.
ORCA calculation (wB97M-V/def2-TZVPD) on a molecular structure, C2H7N3 at a distorted geometry.

Geometry (Å):
C1 -0.69 -1.33 -1.14
C2 0.11 -0.21 -0.45
H1 -2.06 -1.08 -1.04
H2 -0.05 -1.52 -2.53
H3 -0.42 -2.65 -0.39
H4 1.57 1.06 -0.47
H5 -1.19 -0.52 1.09
H6 1.11 0.86 1.58
H7 -0.12 2.06 1.35
N1 1.22 0.25 -0.93
N2 -0.54 0.23 0.71
N3 -0.02 1.10 1.64

The value obtained for the frontier orbital gap is 9.8 eV. As for the LUMO energy: 0.6 eV. The HOMO energy is -9.3 eV. The relative energy (zero: lowest compared OMol25 entry of this formula, charge and spin) comes out at 135.5 kcal per mole.

4.
ORCA calculation (wB97M-V/def2-TZVPD) on C5H8N2 in the gas phase at a distorted geometry.

Geometry (Å):
C1 -0.72 1.71 -0.16
C2 -0.89 0.27 0.23
N1 -1.00 -0.70 -0.86
C3 0.16 -0.77 0.01
C4 1.56 -0.50 -0.47
C5 0.16 -1.73 1.09
N2 0.20 -1.95 2.23
H1 -0.23 2.30 0.63
H2 -0.14 1.80 -1.08
H3 -1.70 2.15 -0.35
H4 -1.52 0.11 1.11
H5 -1.65 -1.45 -0.64
H6 1.56 0.28 -1.23
H7 2.17 -0.18 0.38
H8 2.00 -1.42 -0.87

The value obtained for the frontier orbital gap is 10.7 eV. As for the LUMO energy: 0.7 eV. The SMILES is C[C@H]1N[C@]1(C)C#N. The HOMO energy is -10.0 eV. The relative energy (zero: lowest compared OMol25 entry of this formula, charge and spin) comes out at 37.7 kcal per mole.

5.
ORCA calculation (wB97M-V/def2-TZVPD) on 2 unconnected molecules or ions with the total composition CH3FIN at a distorted geometry.

Geometry (Å):
C1 0.06 0.77 -0.25
N1 0.42 1.31 0.75
F1 -0.25 -2.27 0.25
I1 1.17 0.69 -2.22
H1 -0.86 0.15 -0.37
H2 1.16 1.89 1.01
H3 0.40 -2.03 -0.37

The value obtained for the frontier orbital gap is 10.0 eV. As for the LUMO energy: 0.2 eV. The SMILES is [H]/N=C\I.F. The HOMO energy is -9.8 eV. The relative energy (zero: lowest compared OMol25 entry of this formula, charge and spin) comes out at 11.1 kcal per mole.

6.
ORCA calculation (wB97M-V/def2-TZVPD) on a molecular structure, C7H10S at a distorted geometry.

Geometry (Å):
C1 -0.24 1.98 1.24
C2 0.51 1.56 0.00
C3 0.10 0.06 0.23
C4 -0.93 0.59 1.09
C5 0.72 -2.51 -0.49
C6 0.08 -1.74 -1.61
C7 -0.20 -0.46 -1.17
H1 0.32 2.12 2.15
H2 -0.69 2.99 1.05
H3 -0.27 1.90 -0.95
H4 1.60 2.07 0.12
H5 -0.90 0.07 2.19
H6 -2.06 0.53 0.76
H7 0.16 -3.27 -0.07
H8 1.75 -2.76 -0.66
H9 -0.43 -2.05 -2.67
H10 -0.78 0.10 -1.95
S1 1.26 -1.17 0.74

The value obtained for the frontier orbital gap is 9.6 eV. As for the LUMO energy: 0.9 eV. The HOMO energy is -8.7 eV. The relative energy (zero: lowest compared OMol25 entry of this formula, charge and spin) comes out at 94.7 kcal per mole.

7.
ORCA calculation (wB97M-V/def2-TZVPD) on C20H23N3O3 in the gas phase.

Geometry (Å):
C1 -1.66 3.99 6.07
C2 -0.31 4.35 6.68
C3 0.67 4.92 5.65
C4 1.15 3.91 4.62
O1 0.14 3.76 3.63
C5 0.35 2.91 2.60
C6 -0.69 2.81 1.67
C7 -0.59 1.98 0.58
C8 0.56 1.21 0.41
C9 1.59 1.29 1.33
C10 1.49 2.13 2.42
H1 2.31 2.18 3.11
H2 2.48 0.69 1.19
N1 0.67 0.35 -0.72
C11 -0.34 -0.50 -1.13
O2 -1.43 -0.59 -0.64
C12 0.18 -1.31 -2.31
N2 -0.79 -1.27 -3.39
H3 -1.72 -1.27 -2.99
C13 -0.65 -2.34 -4.37
C14 -0.88 -3.71 -3.78
C15 0.17 -4.61 -3.61
C16 -0.10 -5.84 -3.01
N3 -1.30 -6.20 -2.59
C17 -2.29 -5.34 -2.75
C18 -2.14 -4.09 -3.34
H4 -2.98 -3.43 -3.45
H5 -3.26 -5.67 -2.40
H6 0.69 -6.56 -2.86
H7 1.17 -4.37 -3.93
H8 -1.38 -2.15 -5.16
H9 0.35 -2.27 -4.80
C19 1.51 -0.65 -2.67
C20 1.80 0.30 -1.53
O3 2.81 0.92 -1.34
H10 2.34 -1.35 -2.79
H11 1.41 -0.07 -3.58
H12 0.34 -2.34 -1.94
H13 -1.39 1.92 -0.13
H14 -1.57 3.42 1.82
H15 1.35 2.94 5.10
H16 2.07 4.27 4.14
H17 0.20 5.76 5.13
H18 1.55 5.30 6.18
H19 0.13 3.46 7.14
H20 -0.46 5.09 7.47
H21 -2.33 3.61 6.84
H22 -1.55 3.23 5.30
H23 -2.12 4.87 5.62

The value obtained for the frontier orbital gap is 9.2 eV. As for the LUMO energy: 0.7 eV. The SMILES is CCCCOc1ccc(N2C(=O)C[C@H](NCc3ccncc3)C2=O)cc1. The HOMO energy is -8.5 eV. The relative energy (zero: lowest compared OMol25 entry of this formula, charge and spin) comes out at 30.4 kcal per mole.

8.
ORCA calculation (wB97M-V/def2-TZVPD) on 7 unconnected molecules or ions with the total composition C6H22O8 at a distorted geometry.

Geometry (Å):
O1 -0.97 -0.82 2.76
C1 0.17 -0.66 2.42
O2 1.10 -1.63 2.58
C2 0.79 0.57 1.78
C3 0.58 0.55 0.24
C4 -0.85 0.32 -0.01
C5 -1.31 -0.91 -0.50
C6 -2.72 -1.17 -0.76
H1 0.70 -2.36 3.08
H2 1.85 0.51 2.00
H3 0.35 1.44 2.26
H4 1.33 -0.10 -0.20
H5 0.87 1.52 -0.13
H6 -1.48 1.11 0.36
H7 -0.62 -1.65 -0.89
H8 -2.96 -2.15 -1.17
H9 -3.04 -0.52 -1.59
H10 -3.31 -0.86 0.09
H11 2.05 1.70 -1.90
H12 3.19 1.74 -0.76
O3 2.92 1.38 -1.61
H13 -2.20 0.86 2.44
H14 -2.80 2.12 2.88
O4 -2.07 1.81 2.32
H15 1.85 -2.62 0.48
H16 1.74 -3.71 -0.55
O5 1.84 -2.75 -0.48
H17 0.31 1.61 -3.52
H18 0.42 0.29 -2.63
O6 0.32 1.26 -2.62
H19 -1.17 2.36 -1.90
H20 -2.43 2.37 -0.99
O7 -2.07 2.71 -1.82
H21 1.44 -1.54 -1.88
H22 2.47 -0.74 -2.68
O8 1.56 -1.07 -2.72

The spin multiplicity is 2. The value obtained for the frontier orbital gap (spin up / spin down) is 9.8 / 6.3 eV. As for the LUMO energy (spin up / spin down): -4.4 / -7.9 eV. The HOMO energy (spin up / spin down) is -14.2 / -14.2 eV. Its expectation value of S² is 0.752. The relative energy (zero: lowest compared OMol25 entry of this formula, charge and spin) comes out at 5.6 kcal per mole. The net charge is +1.

9.
ORCA calculation (wB97M-V/def2-TZVPD) on 8 unconnected molecules or ions with the total composition C26H49BrO10 at a distorted geometry.

Geometry (Å):
C1 -0.20 -1.74 3.73
C2 -0.51 -0.71 2.62
O1 -0.62 -1.33 1.35
C3 -1.94 -1.76 1.10
C4 -2.09 -2.18 -0.39
C5 -0.94 -1.72 -1.24
C6 -0.81 -0.52 -1.82
C7 -1.78 0.63 -1.82
Br1 -1.78 1.59 -0.10
C8 -3.20 0.28 -2.36
C9 -4.39 0.62 -1.46
C10 0.44 -0.28 -2.63
O2 0.42 0.43 -3.60
C11 1.70 -0.99 -2.18
C12 3.05 -0.38 -2.33
C13 4.09 -0.80 -1.49
C14 5.36 -0.27 -1.59
C15 5.65 0.71 -2.54
C16 4.63 1.14 -3.38
C17 3.35 0.59 -3.29
C18 1.53 -2.20 -1.64
C19 0.15 -2.74 -1.51
O3 -0.15 -3.90 -1.64
H1 -1.06 -1.94 4.37
H2 0.61 -1.38 4.35
H3 0.07 -2.67 3.25
H4 0.31 0.02 2.59
H5 -1.41 -0.14 2.85
H6 -2.18 -2.59 1.77
H7 -2.66 -0.96 1.29
H8 -2.05 -3.27 -0.38
H9 -3.07 -1.92 -0.78
H10 -1.36 1.37 -2.50
H11 -3.23 -0.77 -2.64
H12 -3.35 0.84 -3.29
H13 -4.36 0.13 -0.49
H14 -4.49 1.70 -1.34
H15 -5.29 0.29 -1.98
H16 3.92 -1.55 -0.73
H17 6.14 -0.60 -0.91
H18 6.63 1.15 -2.63
H19 4.81 1.90 -4.12
H20 2.60 0.95 -3.97
H21 2.34 -2.83 -1.30
C20 0.97 -4.71 6.35
O4 1.41 -3.92 5.26
H22 0.04 -4.28 6.72
H23 0.79 -5.74 6.04
H24 1.71 -4.70 7.16
H25 2.24 -4.30 4.93
C21 4.94 1.52 1.94
O5 4.12 2.18 0.99
H26 4.76 1.97 2.91
H27 4.69 0.45 1.98
H28 6.00 1.63 1.68
H29 4.29 1.77 0.13
C22 -1.04 4.33 2.54
O6 -0.10 3.26 2.54
H30 -0.72 5.07 3.27
H31 -1.09 4.80 1.56
H32 -2.04 3.97 2.82
H33 -0.40 2.62 1.89
C23 1.56 0.80 -7.14
O7 2.79 1.48 -6.89
H34 1.63 -0.19 -6.69
H35 0.73 1.33 -6.69
H36 1.39 0.70 -8.22
H37 2.73 2.35 -7.28
C24 -1.71 -3.32 -5.05
O8 -1.81 -4.67 -4.62
H38 -2.24 -3.21 -5.99
H39 -2.15 -2.65 -4.31
H40 -0.66 -3.06 -5.21
H41 -1.32 -4.74 -3.79
C25 -6.40 -1.12 2.44
O9 -5.17 -1.26 1.73
H42 -6.57 -0.06 2.61
H43 -7.24 -1.52 1.85
H44 -6.36 -1.64 3.40
H45 -5.03 -2.19 1.57
C26 0.38 7.54 5.55
O10 -0.52 6.92 4.64
H46 1.38 7.18 5.33
H47 0.37 8.63 5.44
H48 0.13 7.29 6.59
H49 -1.40 7.25 4.84

The value obtained for the frontier orbital gap is 8.1 eV. As for the LUMO energy: -1.0 eV. The SMILES is CCOCCC1=C([C@H](Br)CC)C(=O)C(c2ccccc2)=CC1=O.CO.CO.CO.CO.CO.CO.CO. The HOMO energy is -9.0 eV.

10.
ORCA calculation (wB97M-V/def2-TZVPD) on a molecular structure, C38H28F2N4O2Sr at a distorted geometry.

Geometry (Å):
Sr1 0.29 0.07 0.38
O1 0.64 1.70 -1.82
C1 0.02 2.21 -2.79
C2 0.63 2.60 -4.06
C3 -0.04 3.19 -5.10
C4 -1.41 3.48 -4.99
C5 -2.05 3.17 -3.81
C6 -1.39 2.52 -2.74
C7 -2.22 2.18 -1.61
N1 -1.92 1.48 -0.59
C8 -3.03 1.28 0.37
C9 -3.66 -0.10 0.29
N2 -3.04 -1.01 -0.66
C10 -2.70 -2.16 -0.21
C11 -2.73 -2.66 1.18
C12 -3.44 -3.83 1.44
C13 -3.53 -4.34 2.74
C14 -2.88 -3.66 3.78
C15 -2.11 -2.53 3.54
C16 -2.01 -1.98 2.21
O2 -1.34 -0.93 1.94
H1 1.70 2.35 -4.13
H2 0.48 3.43 -6.00
H3 -1.96 3.92 -5.81
H4 -3.12 3.36 -3.71
H5 -3.23 2.57 -1.68
H6 -3.78 2.05 0.16
H7 -2.61 1.43 1.38
H8 -4.69 0.03 -0.06
H9 -3.69 -0.56 1.28
H10 -2.29 -2.87 -0.95
H11 -3.93 -4.37 0.64
H12 -4.08 -5.24 2.95
H13 -3.00 -4.03 4.81
H14 -1.58 -1.99 4.33
F1 2.91 -2.10 5.19
C17 2.61 -0.93 4.57
C18 1.91 -0.92 3.39
C19 1.55 0.29 2.76
C20 1.95 1.48 3.39
C21 2.72 1.43 4.54
F2 3.22 2.54 5.12
C22 3.05 0.22 5.17
C23 1.54 2.78 2.75
C24 1.42 3.99 3.44
C25 1.02 5.12 2.74
C26 0.68 5.00 1.40
C27 0.81 3.75 0.78
N3 1.22 2.68 1.45
H15 1.55 -1.83 2.95
H16 3.58 0.22 6.11
H17 1.62 4.07 4.48
H18 0.89 6.09 3.24
H19 0.31 5.84 0.84
H20 0.55 3.59 -0.26
C28 -0.70 -1.05 -4.35
C29 0.46 -1.59 -4.90
C30 1.48 -2.00 -4.05
C31 1.29 -1.91 -2.66
N4 0.16 -1.41 -2.15
C32 -0.79 -0.97 -2.97
C33 2.34 -2.34 -1.68
C34 3.23 -3.37 -2.06
C35 4.26 -3.77 -1.25
C36 4.39 -3.14 -0.03
C37 3.49 -2.15 0.36
C38 2.39 -1.69 -0.43
H21 -1.48 -0.64 -4.98
H22 0.60 -1.62 -5.97
H23 2.41 -2.31 -4.48
H24 -1.69 -0.55 -2.51
H25 3.06 -3.88 -3.00
H26 4.90 -4.55 -1.59
H27 5.19 -3.42 0.63
H28 3.61 -1.69 1.34

The value obtained for the frontier orbital gap is 6.4 eV. As for the LUMO energy: 4.6 eV. The HOMO energy is -1.8 eV. The relative energy (zero: lowest compared OMol25 entry of this formula, charge and spin) comes out at 0.0 kcal per mole. The net charge is -2.

11.
ORCA calculation (wB97M-V/def2-TZVPD) on C28H30N6O4S2 in the gas phase at a distorted geometry.

Geometry (Å):
C1 -2.73 -3.42 -0.61
C2 -1.28 -3.24 -0.92
C3 -0.34 -3.13 0.10
C4 1.01 -3.00 -0.19
C5 1.44 -3.02 -1.52
C6 0.51 -3.12 -2.53
C7 -0.84 -3.22 -2.24
H1 -1.56 -3.30 -3.04
H2 0.84 -3.12 -3.56
H3 2.50 -2.94 -1.74
N1 1.98 -2.87 0.82
C8 1.83 -2.13 1.95
O1 0.81 -1.56 2.26
C9 3.10 -2.02 2.78
H4 2.85 -2.06 3.84
H5 3.85 -2.77 2.53
S1 3.82 -0.35 2.53
C10 3.85 -0.41 0.79
N2 4.34 -1.40 0.08
N3 4.05 -1.16 -1.20
C11 3.41 -0.02 -1.28
N4 3.25 0.50 -0.02
C12 2.57 1.69 0.33
C13 2.94 2.88 -0.28
C14 2.23 4.05 -0.01
C15 1.17 4.00 0.88
C16 0.83 2.82 1.51
C17 1.52 1.65 1.24
H6 1.24 0.73 1.72
H7 0.01 2.79 2.21
H8 0.61 4.90 1.09
C18 2.59 5.32 -0.72
H9 2.12 5.31 -1.71
H10 2.23 6.19 -0.18
H11 3.66 5.40 -0.86
H12 3.77 2.90 -0.96
C19 2.70 0.47 -2.49
N5 1.28 0.28 -2.26
C20 0.42 1.32 -2.10
O2 0.71 2.47 -2.37
C21 -0.90 0.92 -1.53
C22 -0.94 0.10 -0.40
C23 -2.15 -0.20 0.19
C24 -3.32 0.28 -0.37
C25 -3.30 1.09 -1.49
C26 -2.08 1.42 -2.06
H13 -2.03 2.07 -2.92
H14 -4.23 1.44 -1.90
S2 -4.88 -0.08 0.44
O3 -5.94 0.02 -0.52
O4 -4.74 -1.30 1.19
N6 -5.07 1.16 1.54
C27 -5.33 2.45 0.95
H15 -4.41 2.93 0.59
H16 -5.80 3.10 1.69
H17 -6.01 2.30 0.12
C28 -4.13 1.15 2.63
H18 -4.01 0.11 2.95
H19 -3.16 1.56 2.35
H20 -4.54 1.73 3.46
H21 -2.20 -0.82 1.07
H22 -0.04 -0.29 0.03
H23 0.97 -0.66 -2.04
H24 3.03 -0.11 -3.35
H25 2.85 1.54 -2.67
H26 2.93 -3.11 0.54
H27 -0.66 -3.13 1.13
H28 -2.99 -4.48 -0.70
H29 -2.99 -3.09 0.39
H30 -3.35 -2.87 -1.32

The value obtained for the frontier orbital gap is 9.1 eV. As for the LUMO energy: 0.3 eV. The SMILES is Cc1cccc(NC(=O)CSc2nnc(CNC(=O)c3ccc(S(=O)(=O)N(C)C)cc3)n2-c2cccc(C)c2)c1. The HOMO energy is -8.8 eV.

12.
ORCA calculation (wB97M-V/def2-TZVPD) on a molecular structure, FLi5 at a distorted geometry.

Geometry (Å):
Li1 1.98 0.86 -0.40
Li2 -1.90 -1.62 1.82
Li3 1.12 -1.42 -1.22
Li4 -1.64 0.86 -1.51
Li5 0.39 1.07 1.72
F1 0.04 0.24 -0.41

The value obtained for the frontier orbital gap is 14.4 eV. As for the LUMO energy: -17.9 eV. The HOMO energy is -32.3 eV. The relative energy (zero: lowest compared OMol25 entry of this formula, charge and spin) comes out at 90.6 kcal per mole. The net charge is +4.

13.
ORCA calculation (wB97M-V/def2-TZVPD) on C4H4N6O2 in the gas phase at a distorted geometry.

Geometry (Å):
C1 2.28 1.52 -0.89
C2 1.09 1.81 0.79
C3 -0.74 -1.40 0.02
C4 -0.26 -0.21 0.56
N1 2.12 2.32 0.22
N2 1.50 0.43 -1.01
N3 -1.96 -1.62 -0.33
N4 0.73 0.60 0.21
N5 -2.58 0.70 0.01
N6 0.09 -2.51 -0.07
O1 -3.55 1.32 0.38
O2 -2.91 -0.67 -0.13
H1 3.07 1.62 -1.59
H2 0.76 2.08 1.73
H3 0.85 -2.75 0.63
H4 -0.49 -3.24 -0.50

The value obtained for the frontier orbital gap (spin up / spin down) is 7.5 / 7.5 eV. As for the LUMO energy (spin up / spin down): -1.4 / -1.4 eV. The HOMO energy (spin up / spin down) is -8.9 / -8.9 eV. The relative energy (zero: lowest compared OMol25 entry of this formula, charge and spin) comes out at 124.3 kcal per mole.

Results for M: 120.2, 530.9, 73.1, 96.1, 174.9, 126.2, 353.4, 222.2, 601.6, 698.3, 578.7, 53.7, 168.1 (in g mol⁻¹, following the order of the records).